Entry 1:
66
Properties=species:S:1:pos:R:3:nbo_charge:R:1 method="wB97M-V/def2-TZVPD" e_lumo_ha=0.012 e_homo_ev=-8.08 energy_ev=-47756.3455 charge=0 gap_ev=8.4018 de_lowest_kcal_mol=0.5
C 4.600 2.808 -3.485 -0.258
H 4.861 3.694 -4.062 0.195
O 3.984 1.929 -4.396 -0.498
C 3.549 0.721 -3.931 0.302
C 3.624 0.304 -2.607 -0.310
C 3.151 -0.947 -2.252 -0.198
C 2.607 -1.804 -3.196 0.037
C 2.523 -1.378 -4.515 -0.207
C 2.990 -0.132 -4.881 -0.262
H 2.933 0.205 -5.905 0.221
H 2.091 -2.026 -5.263 0.209
C 2.072 -3.152 -2.775 -0.478
C 0.811 -2.933 -2.023 0.375
N -0.375 -3.310 -2.475 -0.316
N -1.227 -2.868 -1.545 -0.181
C -2.565 -2.952 -1.477 0.292
N -3.231 -2.433 -0.500 -0.453
C -2.574 -1.776 0.480 0.499
C -1.202 -1.638 0.516 -0.144
C -0.500 -2.219 -0.545 0.368
N 0.781 -2.275 -0.848 -0.518
C -0.488 -0.835 1.564 -0.265
C -1.479 -0.336 2.588 -0.093
C -2.830 -0.561 2.458 0.368
C -3.751 -0.067 3.422 -0.128
C -5.137 -0.291 3.309 -0.178
C -5.997 0.196 4.255 -0.212
C -5.509 0.926 5.349 -0.207
C -4.168 1.157 5.481 -0.209
C -3.253 0.669 4.526 0.035
C -1.863 0.889 4.634 -0.215
C -1.009 0.399 3.691 -0.179
H 0.055 0.570 3.768 0.219
H -1.488 1.451 5.476 0.213
H -3.786 1.719 6.322 0.211
H -6.202 1.304 6.086 0.214
H -7.058 0.022 4.165 0.215
H -5.501 -0.854 2.464 0.229
O -3.390 -1.263 1.417 -0.461
C 0.216 0.327 0.893 -0.026
C -0.502 1.214 0.108 -0.164
C 0.137 2.264 -0.525 -0.291
C 1.503 2.469 -0.383 0.220
C 2.232 1.596 0.445 0.327
C 1.574 0.534 1.053 -0.250
H 2.168 -0.135 1.656 0.224
O 3.576 1.665 0.691 -0.521
C 4.214 2.923 0.736 -0.241
H 3.629 3.646 1.310 0.177
H 4.402 3.328 -0.261 0.182
H 5.165 2.746 1.239 0.189
O 2.187 3.474 -1.022 -0.519
C 1.462 4.377 -1.821 -0.253
H 2.193 5.098 -2.186 0.199
H 0.997 3.873 -2.674 0.184
H 0.696 4.903 -1.242 0.180
H -0.446 2.922 -1.148 0.221
H -1.567 1.089 -0.023 0.207
H 0.271 -1.461 2.049 0.234
H -3.090 -3.464 -2.269 0.210
H 1.864 -3.781 -3.639 0.234
H 2.792 -3.646 -2.119 0.235
H 3.194 -1.253 -1.218 0.227
H 4.043 0.935 -1.841 0.225
H 3.920 3.086 -2.675 0.184
H 5.510 2.371 -3.061 0.175


Entry 2:
58
Properties=species:S:1:pos:R:3:nbo_charge:R:1 method="wB97M-V/def2-TZVPD" multiplicity=4 e_lumo_ha="-0.082 / -0.097" e_homo_ev="-10.51 / -11.28" energy_ev=-84319.9966 charge=+1 gap_ev="8.2764 / 8.6372"
Co -0.698 0.198 0.276 1.408
N 1.489 -1.267 1.628 -0.889
P 1.607 -0.030 0.346 1.039
C 3.417 -0.015 0.168 -0.278
C 4.088 -1.211 -0.069 -0.245
C 5.469 -1.219 -0.158 -0.195
C 6.182 -0.037 -0.023 -0.182
C 5.513 1.155 0.204 -0.205
C 4.131 1.167 0.302 -0.187
C 1.108 -1.098 -1.062 -0.441
C 1.589 -0.840 -2.346 -0.123
C 1.267 -1.686 -3.391 -0.212
C 0.455 -2.791 -3.172 -0.182
C -0.040 -3.048 -1.904 -0.196
C 0.277 -2.206 -0.851 -0.248
C 0.490 -1.180 2.541 0.423
C 0.533 -1.862 3.772 -0.281
C -0.496 -1.707 4.665 -0.115
C -1.547 -0.842 4.355 -0.296
C -1.546 -0.234 3.122 0.057
N -0.579 -0.428 2.217 -0.636
H 2.306 -1.789 1.919 0.416
H 3.529 -2.129 -0.194 0.217
H 5.993 -2.150 -0.326 0.224
H 7.260 -0.047 -0.101 0.226
H 6.071 2.073 0.319 0.226
H 3.603 2.092 0.468 0.234
H 2.240 0.011 -2.492 0.232
H 1.662 -1.499 -4.379 0.229
H 0.223 -3.464 -3.984 0.228
H -0.660 -3.917 -1.727 0.222
H -0.057 -2.458 0.149 0.219
H 1.377 -2.498 3.986 0.230
H -0.501 -2.254 5.594 0.235
H -2.347 -0.657 5.052 0.238
H -2.336 0.442 2.823 0.209
N -4.712 -0.637 0.357 -0.500
C -3.429 -1.038 0.439 0.250
N -2.615 -0.293 -0.274 -0.639
C -3.416 0.657 -0.886 0.143
C -3.103 1.672 -1.788 -0.204
C -4.130 2.492 -2.200 -0.205
C -5.439 2.327 -1.734 -0.183
C -5.773 1.308 -0.865 -0.229
C -4.748 0.461 -0.470 0.090
H -5.505 -1.082 0.789 0.439
H -3.117 -1.881 1.029 0.222
H -2.092 1.799 -2.145 0.232
H -3.923 3.290 -2.900 0.229
H -6.202 3.011 -2.072 0.231
H -6.779 1.185 -0.496 0.230
C 0.569 4.106 -0.751 -0.714
C 0.574 2.604 -0.539 0.826
O 1.577 1.925 -0.828 -0.711
O -0.488 2.122 -0.054 -0.820
H 1.290 4.395 -1.510 0.236
H 0.828 4.582 0.194 0.242
H -0.436 4.420 -1.023 0.233


Entry 3:
93
Properties=species:S:1:pos:R:3:lowdin_charge:R:1 method="wB97M-V/def2-TZVPD" e_lumo_ha=0.007 e_homo_ev=-8.05 energy_ev=-89309.0215 charge=0 gap_ev=8.2300
C -0.399 -3.415 2.497 -0.071
C -0.601 -2.451 3.658 -0.228
N 0.624 -1.653 3.959 -0.228
C 1.724 -2.539 4.374 -0.270
C 3.026 -1.820 4.686 -0.089
C 0.291 -0.656 4.886 -1.126
S 0.462 -0.733 6.503 0.685
S -0.531 0.757 4.210 0.898
C 0.323 1.247 2.677 -0.455
C 0.996 0.164 1.847 -0.221
C 1.782 0.813 0.699 -0.089
C 2.452 -0.187 -0.223 -0.315
C 3.287 0.448 -1.372 -0.279
C 2.719 1.724 -1.954 -0.012
F 4.546 0.728 -0.861 0.022
O 3.367 -1.022 0.538 -0.119
S 3.302 -2.554 0.164 0.628
O 2.646 -3.250 1.217 -0.206
O 4.533 -3.012 -0.362 -0.186
O 2.282 -2.380 -1.070 -0.089
C 1.490 -1.240 -0.816 -0.255
O 0.965 -0.796 -2.063 0.094
C -0.316 -0.914 -2.199 -0.298
N -1.450 -1.017 -2.326 0.200
H -1.378 -3.752 2.149 0.081
H 0.127 -2.931 1.672 0.046
H 0.152 -4.308 2.796 0.078
H -1.389 -1.742 3.405 0.100
H -0.928 -2.969 4.567 0.104
H 1.418 -3.182 5.212 0.114
H 1.903 -3.198 3.523 0.084
H 3.830 -2.562 4.684 0.080
H 3.276 -1.078 3.924 0.073
H 3.025 -1.364 5.675 0.039
H 1.024 2.056 2.894 0.080
H -0.474 1.695 2.073 0.070
H 1.718 -0.372 2.463 0.093
H 0.246 -0.543 1.489 0.105
H 2.586 1.404 1.150 0.153
H 1.167 1.504 0.120 0.106
H 3.422 -0.303 -2.155 0.159
H 1.652 1.628 -2.144 0.069
H 3.203 1.951 -2.902 0.061
H 2.902 2.548 -1.260 0.100
H 0.663 -1.530 -0.167 0.153
C -0.337 4.617 0.487 -0.340
O 0.703 4.038 0.750 0.005
N -0.961 4.552 -0.705 -0.192
C -2.189 5.269 -0.978 -0.056
C -0.359 3.731 -1.742 -0.036
H -0.856 5.259 1.217 0.137
H -2.992 4.577 -1.239 0.091
H -2.051 5.971 -1.802 0.090
H -2.487 5.827 -0.092 0.083
H -0.297 2.695 -1.408 0.074
H 0.655 4.077 -1.946 0.093
H -0.956 3.785 -2.648 0.091
C -3.452 -2.139 6.808 -0.348
O -3.009 -2.932 5.999 0.004
N -3.695 -2.432 8.100 -0.198
C -4.224 -1.454 9.026 -0.061
C -3.405 -3.776 8.567 -0.041
H -3.695 -1.096 6.544 0.136
H -3.530 -1.287 9.853 0.089
H -5.181 -1.783 9.435 0.088
H -4.375 -0.509 8.506 0.082
H -2.350 -4.010 8.426 0.093
H -3.988 -4.510 8.010 0.091
H -3.653 -3.844 9.624 0.084
C 2.672 2.657 -6.171 -0.339
O 2.775 2.169 -5.060 0.002
N 3.595 2.531 -7.140 -0.196
C 3.429 3.130 -8.448 -0.058
C 4.797 1.765 -6.853 -0.036
H 1.796 3.253 -6.477 0.134
H 3.432 2.365 -9.227 0.090
H 4.234 3.838 -8.654 0.090
H 2.481 3.661 -8.487 0.082
H 4.542 0.740 -6.585 0.093
H 5.339 2.205 -6.016 0.094
H 5.433 1.762 -7.734 0.086
C -5.908 -1.101 -6.200 -0.362
O -6.784 -0.678 -5.472 0.012
N -4.602 -1.157 -5.869 -0.202
C -3.599 -1.666 -6.778 -0.066
C -4.196 -0.692 -4.552 -0.049
H -6.112 -1.480 -7.216 0.130
H -3.089 -2.531 -6.350 0.089
H -2.853 -0.900 -7.001 0.087
H -4.074 -1.969 -7.709 0.080
H -4.695 -1.268 -3.773 0.094
H -4.469 0.356 -4.420 0.091
H -3.121 -0.804 -4.443 0.054


Entry 4:
8
Properties=species:S:1:pos:R:3:nbo_charge:R:1 method="wB97M-V/def2-TZVPD" e_lumo_ha=0.031 e_homo_ev=-9.51 energy_ev=-7705.3739 charge=0 gap_ev=10.3603 de_lowest_kcal_mol=56.9
C 0.053 0.749 0.815 0.518
C 0.153 -0.839 -0.677 0.512
N -0.200 0.515 -0.566 -0.725
O 0.344 -0.005 1.674 -0.470
O -0.017 -1.607 0.215 -0.463
H 0.076 1.778 1.045 0.117
H -1.075 0.409 -0.845 0.396
H 0.667 -1.001 -1.661 0.115


Entry 5:
9
Properties=species:S:1:pos:R:3:nbo_charge:R:1 method="wB97M-V/def2-TZVPD" e_lumo_ha=-0.038 e_homo_ev=-9.45 energy_ev=-40960.9971 charge=0 gap_ev=8.4141 de_lowest_kcal_mol=96.5
C 1.388 1.111 0.739 -0.222
C 0.937 2.007 1.443 -0.114
N -1.160 -0.968 -1.038 -0.377
N -0.014 -1.182 -0.527 -0.199
S -2.372 -1.892 -1.551 0.027
Cl 0.606 3.502 2.129 0.109
Cl 0.213 -2.789 0.085 0.125
H 1.489 0.265 0.269 0.221
H -1.087 -0.054 -1.549 0.430


Entry 6:
91
Properties=species:S:1:pos:R:3:nbo_charge:R:1 method="wB97M-V/def2-TZVPD" multiplicity=4 e_lumo_ha="0.084 / 0.084" e_homo_ev="-1.64 / -3.85" energy_ev=-101199.9391 charge=-1 gap_ev="3.9228 / 6.1274"
V -0.742 -0.144 -0.413 0.951
N 0.081 2.299 1.138 -0.831
C -0.636 3.191 0.300 0.179
C -0.924 4.445 0.836 -0.293
C -1.547 5.419 0.070 -0.220
C -1.857 5.154 -1.247 -0.285
C -1.586 3.898 -1.819 0.041
C -1.897 3.622 -3.174 -0.320
C -1.565 2.367 -3.688 -0.272
C -1.029 1.407 -2.872 -0.020
N -0.775 1.593 -1.535 -0.620
C -0.991 2.872 -1.023 0.067
H 0.212 1.370 0.741 0.329
H -0.394 2.169 2.023 0.372
H -0.631 4.650 1.860 0.193
H -1.770 6.387 0.501 0.194
H -2.326 5.908 -1.868 0.191
H -2.353 4.392 -3.782 0.189
H -1.738 2.123 -4.729 0.198
H -0.787 0.427 -3.264 0.189
C 3.963 -0.510 2.622 -0.936
P 2.168 -0.222 2.349 0.848
C 1.833 0.956 3.718 -0.941
C 1.524 -1.771 3.127 -0.704
C 0.025 -1.975 2.951 -0.719
P -0.560 -2.121 1.212 1.011
C -2.231 -2.755 1.533 -0.935
C 0.302 -3.668 0.710 -0.957
H 4.185 -0.830 3.644 0.206
H 4.515 0.406 2.413 0.231
H 4.317 -1.271 1.925 0.231
H 2.333 0.660 4.645 0.206
H 0.757 0.997 3.901 0.230
H 2.149 1.961 3.440 0.241
H 1.762 -1.749 4.198 0.209
H 2.081 -2.610 2.702 0.221
H -0.534 -1.151 3.407 0.227
H -0.287 -2.890 3.468 0.212
H -2.193 -3.703 2.078 0.205
H -2.759 -2.889 0.589 0.254
H -2.783 -2.013 2.106 0.252
H 0.352 -4.380 1.538 0.210
H 1.313 -3.448 0.362 0.231
H -0.236 -4.122 -0.123 0.252
C 5.517 3.326 0.809 -0.591
C 4.272 3.504 -0.068 -0.086
C 3.110 3.951 0.818 -0.604
C 4.534 4.602 -1.108 -0.595
C 3.969 2.193 -0.794 -0.038
C 4.939 1.630 -1.649 -0.166
C 4.721 0.471 -2.357 -0.235
C 3.490 -0.173 -2.212 -0.227
S 2.863 -1.586 -2.997 0.371
C 1.382 -1.401 -2.102 0.151
N 1.348 -0.390 -1.285 -0.485
C 2.532 0.352 -1.346 0.110
C 2.761 1.539 -0.642 -0.153
C 0.185 -2.222 -2.357 -0.196
C 0.248 -3.356 -3.168 -0.194
C -0.917 -4.044 -3.445 -0.255
C -2.120 -3.565 -2.916 -0.208
C -2.149 -2.443 -2.107 -0.248
C -0.986 -1.722 -1.765 -0.281
H 5.738 4.258 1.336 0.202
H 6.395 3.054 0.222 0.201
H 5.355 2.544 1.554 0.205
H 3.375 4.891 1.308 0.201
H 2.880 3.217 1.592 0.211
H 2.191 4.115 0.255 0.237
H 4.757 5.547 -0.607 0.200
H 3.657 4.750 -1.739 0.222
H 5.377 4.356 -1.755 0.199
H 5.892 2.134 -1.765 0.194
H 5.482 0.078 -3.019 0.210
H 1.989 1.921 0.003 0.254
H 1.188 -3.709 -3.580 0.199
H -0.902 -4.929 -4.068 0.201
H -3.045 -4.083 -3.151 0.200
H -3.101 -2.098 -1.712 0.210
N -2.301 0.086 0.295 -0.836
C -3.609 0.376 0.487 0.137
C -4.211 0.302 1.760 -0.278
C -5.551 0.597 1.942 -0.209
C -6.343 0.998 0.873 -0.291
C -5.758 1.097 -0.387 -0.213
C -4.425 0.789 -0.584 -0.224
H -3.589 0.027 2.605 0.191
H -5.979 0.529 2.937 0.191
H -7.388 1.239 1.018 0.191
H -6.352 1.423 -1.233 0.195
H -3.971 0.882 -1.564 0.210


Entry 7:
48
Properties=species:S:1:pos:R:3:nbo_charge:R:1 method="wB97M-V/def2-TZVPD" e_lumo_ha=0.020 e_homo_ev=-8.39 energy_ev=-27042.0808 charge=0 gap_ev=8.9319 de_lowest_kcal_mol=197.1
C 40.853 55.693 37.842 0.508
O 40.121 56.284 38.669 -0.650
N 41.649 56.386 37.092 -0.425
C 42.278 55.847 35.974 -0.409
C 41.872 57.862 37.407 -0.435
H 40.659 54.721 37.537 0.127
H 41.514 55.463 35.351 0.193
H 42.899 54.910 36.093 0.207
H 42.949 56.708 35.416 0.213
H 41.994 58.304 36.345 0.203
H 42.526 58.136 38.274 0.232
H 40.836 58.140 37.507 0.238
C 49.926 54.958 37.011 0.511
O 48.839 54.335 37.300 -0.669
N 51.138 54.369 37.086 -0.418
C 52.308 55.280 36.919 -0.361
C 51.293 53.115 37.680 -0.414
H 49.766 55.897 36.704 0.143
H 52.066 56.301 36.273 0.201
H 52.980 54.956 36.371 0.178
H 52.703 55.607 37.858 0.195
H 50.802 53.053 38.632 0.216
H 52.418 52.904 37.798 0.202
H 50.873 52.267 37.228 0.219
C 45.658 53.192 38.046 0.533
O 45.160 52.882 39.094 -0.611
N 45.335 52.586 36.774 -0.478
C 46.166 52.718 35.577 -0.426
C 44.219 51.648 36.902 -0.404
H 46.606 53.840 37.952 0.144
H 47.236 52.635 35.808 0.214
H 46.182 53.912 35.389 0.199
H 46.118 52.073 34.794 0.218
H 44.705 50.947 36.301 0.200
H 43.183 52.169 36.555 0.171
H 43.991 51.188 37.814 0.236
C 42.633 48.332 39.264 0.518
O 42.922 48.687 38.157 -0.627
N 43.402 48.696 40.367 -0.444
C 42.829 48.309 41.686 -0.419
C 44.718 49.473 40.214 -0.370
H 41.831 47.603 39.380 0.119
H 41.812 48.717 41.726 0.207
H 43.377 48.708 42.512 0.208
H 42.951 47.298 41.849 0.195
H 44.325 50.358 40.494 0.215
H 45.103 49.434 39.313 0.213
H 45.305 49.024 40.901 0.187


Entry 8:
93
Properties=species:S:1:pos:R:3:mulliken_spin:R:1 method="wB97M-V/def2-TZVPD" multiplicity=3 e_lumo_ha="-0.089 / -0.142" e_homo_ev="-8.67 / -10.07" energy_ev=-72993.1236 charge=+1 gap_ev="6.2537 / 6.1890"
C 1.854 -1.606 -1.903 -0.047
C -0.078 -0.802 -2.934 -0.006
C 2.440 -1.971 -3.126 0.154
C 0.405 -1.234 -4.198 0.178
C 1.648 -1.833 -4.275 -0.046
H 3.447 -2.410 -3.117 0.000
H -0.229 -1.179 -5.078 -0.005
H 2.059 -2.152 -5.216 0.000
N 0.690 -0.937 -1.775 0.184
P 1.470 -1.896 0.849 0.121
P -1.383 1.262 -1.607 0.041
C 2.595 -1.923 -0.611 0.007
H 3.113 -2.887 -0.655 -0.011
H 3.393 -1.190 -0.419 0.008
C -0.601 0.424 1.860 0.075
O -0.925 0.907 2.908 0.004
C -1.063 0.272 -2.991 0.500
H -2.038 -0.032 -3.645 -0.046
C -3.248 1.666 -1.300 0.032
C -0.638 2.628 -2.778 0.097
C 0.824 -3.680 0.913 0.039
C 2.611 -1.475 2.287 0.003
C -3.626 1.184 0.108 -0.002
H -3.034 1.687 0.879 -0.003
H -4.686 1.416 0.283 0.002
H -3.508 0.109 0.231 0.000
C -3.523 3.178 -1.348 0.015
H -2.903 3.720 -0.622 -0.002
H -3.376 3.598 -2.351 0.000
H -4.577 3.352 -1.076 -0.001
C -4.132 0.957 -2.314 0.003
H -5.180 1.206 -2.084 0.000
H -3.971 1.281 -3.346 -0.002
H -4.032 -0.134 -2.259 -0.002
C -0.545 3.973 -2.062 0.026
H -0.167 3.836 -1.035 -0.003
H 0.182 4.607 -2.602 0.001
H -1.503 4.511 -2.032 0.002
C 0.801 2.209 -3.144 0.048
H 1.399 2.054 -2.229 -0.002
H 0.831 1.301 -3.759 -0.032
H 1.259 3.019 -3.739 0.004
C -1.516 2.702 -4.064 0.037
H -2.303 1.939 -4.130 -0.025
H -2.004 3.684 -4.149 0.002
H -0.873 2.566 -4.949 0.004
C 1.838 -1.578 3.617 0.010
H 2.491 -1.177 4.410 0.000
H 0.908 -0.989 3.605 -0.001
H 1.610 -2.624 3.873 0.000
C 3.078 -0.023 2.073 0.000
H 3.778 0.065 1.229 0.001
H 2.238 0.664 1.883 -0.001
H 3.599 0.321 2.980 0.000
C 3.853 -2.383 2.334 0.008
H 4.575 -1.911 3.018 0.000
H 3.631 -3.378 2.739 0.000
H 4.338 -2.487 1.352 0.000
C 0.164 -4.053 -0.431 0.004
H -0.110 -5.118 -0.384 0.000
H -0.751 -3.486 -0.598 -0.001
H 0.838 -3.907 -1.284 0.000
C -0.241 -3.792 2.023 0.012
H -1.071 -3.088 1.849 -0.003
H -0.643 -4.819 2.001 0.000
H 0.175 -3.612 3.023 -0.001
C 1.959 -4.692 1.155 0.005
H 2.779 -4.577 0.430 0.000
H 2.351 -4.642 2.181 0.001
H 1.525 -5.696 1.013 0.000
Pd -0.023 -0.198 0.104 0.632
N -1.790 -1.412 -0.309 -0.002
C -2.515 -1.926 -1.061 0.003
C -3.251 -2.557 -2.081 -0.013
C -4.050 -3.309 -1.233 -0.007
C -3.252 -2.709 -3.472 -0.004
C -4.910 -4.198 -1.747 0.000
H -3.992 -3.207 -0.152 0.000
C -4.141 -3.637 -3.975 -0.001
H -2.568 -2.122 -4.058 0.003
C -4.981 -4.384 -3.143 -0.001
H -5.569 -4.792 -1.144 0.000
H -4.155 -3.773 -5.058 0.000
H -5.675 -5.107 -3.624 0.000
C 3.365 3.441 0.638 -0.001
S 1.694 2.728 0.429 -0.001
C 0.872 3.671 1.723 0.001
H 3.601 3.545 1.712 0.000
H 4.079 2.757 0.153 0.000
H 3.384 4.422 0.132 0.000
H 1.291 3.401 2.698 0.000
H 1.013 4.741 1.532 0.000
H -0.195 3.432 1.703 0.000